i:
This record from the OMol25 dataset describes 2 unconnected molecules or ions with the total composition C2H2ClP. The level of theory is ωB97M-V with the def2-TZVPD basis set.

## Properties
Total charge: 0

Cartesian coordinates (Å):
1 C 1.288 0.088 0.228
2 C 0.595 -0.851 0.016
3 P -1.257 1.543 -0.048
4 Cl -2.427 0.058 -0.591
5 H 1.655 1.025 0.352
6 H 0.145 -1.863 0.042

These are the Mulliken partial charges, in e, on atoms 1 to 2: number 1, C, carries -0.195; number 2, C, carries -0.613


ii:
This record from the OMol25 dataset describes C2H2ClP in the gas phase. The level of theory is ωB97M-V with the def2-TZVPD basis set.

## Properties
Structure (SMILES): ClC1=PC1
Total charge: 0

Cartesian coordinates (Å):
1 Cl -2.126 0.962 0.045
2 C -0.892 -0.186 -0.117
3 P -0.222 -1.662 0.013
4 C 0.859 0.005 -0.038
5 H 1.353 0.454 -0.912
6 H 1.028 0.426 1.010

These are the Mulliken partial charges, in e, on atoms 1 to 2: number 1, Cl, carries -0.122; number 2, C, carries 0.243


iii:
This record from the OMol25 dataset describes C2H2ClP in the gas phase. The level of theory is ωB97M-V with the def2-TZVPD basis set.

## Properties
Structure (SMILES): ClC1=PC1
Total charge: 0

Cartesian coordinates (Å):
1 Cl 2.028 -1.101 -0.033
2 C 0.770 0.026 0.142
3 P 0.271 1.606 0.007
4 C -0.702 0.009 0.010
5 H -1.153 -0.533 -1.046
6 H -1.214 -0.007 0.920

These are the Mulliken partial charges, in e, on atoms 1 to 2: number 1, Cl, carries -0.131; number 2, C, carries 0.171


iv:
This record from the OMol25 dataset describes C2H2ClP in the gas phase. The level of theory is ωB97M-V with the def2-TZVPD basis set.

## Properties
Structure (SMILES): ClP1=CC=1
Total charge: 0

Cartesian coordinates (Å):
1 Cl -1.067 2.410 0.075
2 P -0.683 0.682 -0.935
3 C 0.885 -0.189 -0.005
4 C -0.315 -0.677 0.238
5 H 1.909 -0.680 -0.123
6 H -0.728 -1.546 0.748

These are the Mulliken partial charges, in e, on atoms 1 to 2: number 1, Cl, carries -0.214; number 2, P, carries 0.110


Relative energy table, unit kJ/mol: i 226.9; ii 121.6; iii 89.2; iv 0.0


i:
This record from the OMol25 dataset describes 7 unconnected molecules or ions with the total composition C20H59N5O7. The level of theory is ωB97M-V with the def2-TZVPD basis set.

## Properties
Structure (SMILES): COC[C@H](C)N.COC[C@H](C)N.COC[C@H](C)N.COC[C@H](C)N.COC[C@H](C)N.O.O
Total charge: 0

Cartesian coordinates (Å):
1 C -3.965 18.638 -4.618
2 O -4.197 19.570 -5.637
3 C -5.548 19.619 -6.023
4 C -5.850 20.607 -7.140
5 C -5.655 22.053 -6.759
6 N -7.173 20.319 -7.706
7 H -4.430 17.685 -4.894
8 H -4.406 18.977 -3.667
9 H -2.902 18.562 -4.400
10 H -5.862 18.620 -6.360
11 H -6.208 19.707 -5.140
12 H -5.120 20.327 -7.906
13 H -6.027 22.255 -5.747
14 H -6.084 22.782 -7.445
15 H -4.601 22.321 -6.646
16 H -7.890 20.479 -7.007
17 H -7.202 19.355 -8.011
18 C -8.264 20.503 -11.745
19 O -9.198 19.452 -12.047
20 C -10.494 19.668 -11.599
21 C -11.388 20.426 -12.597
22 C -12.796 20.581 -12.028
23 N -11.493 19.631 -13.843
24 H -7.877 20.342 -10.736
25 H -8.658 21.508 -11.873
26 H -7.453 20.252 -12.427
27 H -10.962 18.688 -11.449
28 H -10.642 20.192 -10.644
29 H -10.977 21.397 -12.888
30 H -12.792 20.892 -10.975
31 H -13.245 19.587 -11.956
32 H -13.427 21.258 -12.594
33 H -10.684 19.031 -13.976
34 H -11.465 20.237 -14.656
35 C -14.344 13.940 -12.592
36 O -13.330 13.997 -11.609
37 C -12.940 12.726 -11.165
38 C -11.781 12.886 -10.162
39 C -12.231 13.716 -8.965
40 N -10.616 13.560 -10.766
41 H -14.561 14.923 -13.003
42 H -15.210 13.438 -12.155
43 H -13.984 13.366 -13.460
44 H -13.704 12.117 -10.664
45 H -12.577 12.174 -12.044
46 H -11.441 11.873 -9.932
47 H -13.093 13.306 -8.443
48 H -12.308 14.768 -9.248
49 H -11.443 13.795 -8.204
50 H -10.385 13.008 -11.595
51 H -10.988 14.414 -11.189
52 C -5.836 9.766 -9.195
53 O -7.103 9.908 -8.601
54 C -7.207 10.979 -7.690
55 C -8.318 10.641 -6.690
56 C -9.665 10.474 -7.358
57 N -8.436 11.651 -5.632
58 H -5.878 8.954 -9.918
59 H -5.108 9.505 -8.417
60 H -5.515 10.670 -9.723
61 H -6.286 11.135 -7.108
62 H -7.314 11.906 -8.268
63 H -8.055 9.663 -6.283
64 H -9.682 9.791 -8.213
65 H -10.032 11.411 -7.794
66 H -10.431 10.098 -6.679
67 H -8.350 12.552 -6.092
68 H -7.745 11.557 -4.903
69 C -10.344 16.852 -6.916
70 O -9.419 15.797 -7.012
71 C -8.843 15.607 -8.296
72 C -7.823 16.699 -8.666
73 C -7.317 16.677 -10.085
74 N -6.694 16.613 -7.727
75 H -11.087 16.729 -6.129
76 H -10.908 16.971 -7.855
77 H -9.784 17.792 -6.801
78 H -8.363 14.638 -8.147
79 H -9.586 15.515 -9.100
80 H -8.283 17.660 -8.415
81 H -6.798 17.616 -10.295
82 H -8.174 16.770 -10.766
83 H -6.695 15.848 -10.412
84 H -6.248 15.701 -7.697
85 H -7.112 16.764 -6.811
86 O -5.635 13.938 -6.933
87 H -5.328 14.508 -6.215
88 H -5.091 13.145 -6.857
89 O -9.991 19.053 -4.270
90 H -10.297 19.755 -4.856
91 H -10.651 18.357 -4.360

These are the Mulliken partial charges, in e, on atoms 1 to 2: number 1, C, carries -0.570; number 2, O, carries -0.386


ii:
This record from the OMol25 dataset describes a molecular structure, C20H59N5O7. The level of theory is ωB97M-V with the def2-TZVPD basis set.

## Properties
Total charge: 0

Cartesian coordinates (Å):
1 O -0.640 1.709 -1.380
2 H -0.786 2.623 -1.625
3 H -0.707 1.226 -2.204
4 O 0.551 0.656 -0.042
5 H 0.778 1.455 0.434
6 H -0.171 0.915 -0.614
7 C 0.073 -0.863 -1.831
8 C -0.117 -1.039 -3.316
9 C -0.440 0.360 -4.060
10 O -1.435 1.156 -3.453
11 C -2.798 0.681 -3.669
12 N 1.205 -1.541 -3.785
13 H -0.826 -0.715 -1.233
14 H 0.783 -0.053 -1.661
15 H 0.487 -1.748 -1.347
16 H -0.942 -1.747 -3.391
17 H -0.780 0.131 -5.070
18 H 0.488 0.911 -4.218
19 H -3.154 0.672 -4.699
20 H -3.497 1.338 -3.152
21 H -2.942 -0.284 -3.183
22 H 1.861 -0.818 -3.524
23 H 1.540 -2.258 -3.159
24 C 3.421 1.492 0.784
25 C 3.566 0.851 -0.627
26 C 4.882 0.135 -0.864
27 O 5.980 1.137 -1.183
28 C 7.282 0.500 -1.386
29 N 2.490 -0.072 -0.785
30 H 3.732 0.975 1.692
31 H 2.377 1.780 0.909
32 H 3.945 2.428 0.977
33 H 3.463 1.735 -1.257
34 H 4.828 -0.415 -1.803
35 H 5.193 -0.512 -0.044
36 H 7.794 0.186 -0.477
37 H 7.950 1.286 -1.736
38 H 7.235 -0.407 -1.988
39 H 1.565 0.327 -0.703
40 H 2.723 -0.607 0.039
41 C -0.843 -5.055 0.842
42 C -1.697 -3.882 0.273
43 C -0.759 -2.748 -0.246
44 O -0.047 -2.188 0.870
45 C -0.674 -1.112 1.539
46 N -2.487 -4.374 -0.806
47 H -1.571 -5.799 1.165
48 H -0.201 -4.771 1.677
49 H -0.148 -5.615 0.217
50 H -2.316 -3.509 1.088
51 H -1.200 -2.056 -0.964
52 H 0.052 -3.113 -0.875
53 H -0.544 -0.296 0.829
54 H -0.187 -0.897 2.490
55 H -1.724 -1.260 1.791
56 H -1.892 -5.077 -1.220
57 H -3.211 -4.792 -0.240
58 C -0.578 0.756 2.800
59 C 0.937 1.229 2.797
60 C 1.164 2.676 2.215
61 O 1.009 2.623 0.781
62 C 0.623 3.902 0.312
63 N 1.399 1.089 4.123
64 H -1.016 0.732 1.802
65 H -1.172 1.279 3.550
66 H -0.632 -0.298 3.071
67 H 1.444 0.479 2.189
68 H 2.108 3.177 2.430
69 H 0.443 3.380 2.632
70 H -0.358 4.220 0.665
71 H 0.743 4.027 -0.764
72 H 1.304 4.659 0.701
73 H 1.316 0.155 4.499
74 H 2.379 1.307 4.232
75 C -3.516 1.431 3.364
76 C -4.092 1.177 1.924
77 C -3.092 0.364 1.069
78 O -3.505 0.064 -0.259
79 C -2.423 -0.506 -1.009
80 N -5.372 0.411 2.039
81 H -2.535 1.900 3.288
82 H -3.470 0.533 3.979
83 H -4.115 2.130 3.949
84 H -4.295 2.103 1.384
85 H -2.836 -0.575 1.561
86 H -2.173 0.949 1.058
87 H -2.860 -0.588 -2.004
88 H -2.179 -1.553 -0.824
89 H -1.602 0.176 -1.231
90 H -5.352 -0.121 1.181
91 H -5.201 -0.328 2.705

These are the Mulliken partial charges, in e, on atoms 1 to 2: number 1, O, carries -0.441; number 2, H, carries 0.364


Relative energy table, unit kJ/mol: i 0.0; ii 1740.8


i:
This record from the OMol25 dataset describes C18H21NO5S in the gas phase. The level of theory is ωB97M-V with the def2-TZVPD basis set.

## Properties
Structure (SMILES): Cc1c(C(=O)O)oc2ccc(S(=O)(=O)NCCC3=CCCCC3)cc12
Total charge: 0

Cartesian coordinates (Å):
1 C 4.901 -0.288 1.240
2 C 3.697 -0.164 2.094
3 C 3.455 -0.739 3.318
4 C 4.307 -1.624 4.112
5 O 5.404 -2.003 3.777
6 O 3.740 -1.980 5.270
7 O 2.229 -0.392 3.814
8 C 1.662 0.418 2.908
9 C 0.413 1.026 2.984
10 C 0.042 1.828 1.925
11 C 0.890 2.007 0.833
12 S 0.375 3.070 -0.511
13 O -0.988 3.472 -0.305
14 O 1.374 4.082 -0.693
15 N 0.511 2.046 -1.836
16 C -0.702 1.357 -2.238
17 C -1.083 0.318 -1.181
18 C -2.288 -0.476 -1.609
19 C -3.497 -0.205 -1.138
20 C -4.746 -0.927 -1.541
21 C -4.531 -1.760 -2.801
22 C -3.226 -2.537 -2.682
23 C -2.053 -1.562 -2.623
24 C 2.127 1.419 0.744
25 C 2.525 0.604 1.804
26 H 5.639 -0.922 1.721
27 H 5.329 0.697 1.060
28 H 4.630 -0.714 0.275
29 H 4.337 -2.562 5.765
30 H -0.225 0.874 3.839
31 H -0.907 2.338 1.914
32 H 0.951 2.557 -2.587
33 H -0.509 0.869 -3.196
34 H -1.534 2.064 -2.356
35 H -0.227 -0.341 -1.014
36 H -1.299 0.846 -0.252
37 H -3.623 0.579 -0.402
38 H -5.549 -0.202 -1.698
39 H -5.059 -1.576 -0.716
40 H -5.371 -2.442 -2.947
41 H -4.478 -1.100 -3.670
42 H -3.247 -3.137 -1.771
43 H -3.105 -3.213 -3.531
44 H -1.132 -2.098 -2.378
45 H -1.910 -1.108 -3.608
46 H 2.751 1.598 -0.115

These are the Mulliken partial charges, in e, on atoms 1 to 2: number 1, C, carries -1.442; number 2, C, carries -0.031


ii:
This record from the OMol25 dataset describes 2 unconnected molecules or ions with the total composition C18H21NO5S. The level of theory is ωB97M-V with the def2-TZVPD basis set.

## Properties
Total charge: 0

Cartesian coordinates (Å):
1 C -5.022 -2.467 -1.875
2 S -4.107 -1.064 -1.098
3 C -4.541 -1.308 0.669
4 C -2.513 -1.687 -1.229
5 C -1.850 -1.670 -2.440
6 N -1.180 -1.710 -3.418
7 H -4.602 -2.578 -2.876
8 H -4.878 -3.375 -1.280
9 H -6.074 -2.178 -1.919
10 H -3.752 -0.833 1.257
11 H -5.492 -0.798 0.847
12 H -4.627 -2.373 0.896
13 H -2.167 -2.319 -0.421
14 C 6.074 -2.233 -0.011
15 O 5.070 -2.590 -1.001
16 C 4.038 -1.716 -1.148
17 C 2.986 -2.040 -2.045
18 C 1.814 -1.335 -1.990
19 C 1.570 -0.369 -0.969
20 C 0.250 0.198 -0.799
21 C -0.126 1.025 0.228
22 C -1.324 1.874 -0.012
23 O -2.066 1.749 -0.960
24 O -1.568 2.866 0.903
25 C -0.619 3.079 1.961
26 C 0.597 3.857 1.472
27 C -1.376 3.835 3.053
28 O -0.229 1.812 2.526
29 C 0.290 0.874 1.645
30 O 0.953 -0.035 2.091
31 C 2.684 0.060 -0.212
32 C 3.920 -0.550 -0.343
33 H 6.711 -3.114 0.029
34 H 6.629 -1.352 -0.352
35 H 5.623 -2.031 0.968
36 H 3.101 -2.899 -2.704
37 H 1.018 -1.508 -2.716
38 H -0.496 0.050 -1.575
39 H 1.094 3.349 0.631
40 H 0.269 4.860 1.163
41 H 1.302 3.959 2.309
42 H -2.271 3.267 3.317
43 H -0.755 3.965 3.938
44 H -1.676 4.820 2.689
45 H 2.573 0.863 0.507
46 H 4.746 -0.229 0.292

These are the Mulliken partial charges, in e, on atoms 1 to 2: number 1, C, carries -0.996; number 2, S, carries 0.362


Relative energy table, unit kJ/mol: i 0.0; ii 290.3


i:
This record from the OMol25 dataset describes a gas-phase ion, C3H8N3S (charge +1). The level of theory is ωB97M-V with the def2-TZVPD basis set.

## Properties
Total charge: +1

Cartesian coordinates (Å):
1 C 2.321 0.622 -0.099
2 C -0.175 0.659 0.547
3 C 3.700 0.633 -0.368
4 N 1.159 0.673 0.039
5 N -1.258 0.994 -0.406
6 N -3.772 -0.803 -0.269
7 S -2.771 1.122 -0.003
8 H -0.324 -0.355 0.938
9 H -0.166 1.379 1.375
10 H 4.272 0.515 0.555
11 H 3.974 1.582 -0.836
12 H 3.955 -0.183 -1.050
13 H -4.350 -0.942 0.551
14 H -3.132 -1.576 -0.403
15 H -4.353 -0.678 -1.091

These are the Mulliken partial charges, in e, on atoms 1 to 2: number 1, C, carries 0.572; number 2, C, carries -0.190


ii:
This record from the OMol25 dataset describes a gas-phase ion, C3H8N3S (charge +1). The level of theory is ωB97M-V with the def2-TZVPD basis set.

## Properties
Structure (SMILES): C=S(=N)=N/C=C/[NH3+]
Total charge: +1

Cartesian coordinates (Å):
1 C -1.343 0.276 0.960
2 S -0.433 0.878 2.425
3 N -0.007 -0.455 3.038
4 N 0.858 1.467 1.405
5 C 1.191 0.928 0.311
6 C 0.456 -0.236 -0.199
7 N 0.279 -0.017 -1.602
8 H -1.746 0.951 0.308
9 H -1.680 -0.728 1.042
10 H 0.005 -0.340 4.029
11 H 2.025 1.329 -0.320
12 H 0.906 -1.258 -0.064
13 H -0.727 -0.386 -1.599
14 H 0.803 -0.471 -2.424
15 H 0.223 1.031 -1.878

These are the Mulliken partial charges, in e, on atoms 1 to 2: number 1, C, carries -0.723; number 2, S, carries 0.347


Relative energy table, unit kJ/mol: i 0.0; ii 301.8